The following is a DFT calculation (the ωB97M-V functional and the def2-TZVPD basis) of a single CH3Br2PS molecule at a distorted geometry.

Structure (ORCA input):
```
! RIJCOSX wB97M-V def2-TZVPD def2/J DEFGRID3
* xyz 0 1
C 0.347 -1.058 -0.434
P 0.990 0.624 -0.107
S -0.779 2.114 -0.212
Br 1.795 0.205 1.812
Br -3.069 2.230 0.406
H -0.100 -0.945 -1.422
H 1.277 -1.814 -0.386
H -0.462 -1.355 0.342
*
```

Highest occupied orbital energy: -9.4 eV
Structure (SMILES): CP(Br)SBr
E_LUMO: -1.95 eV
Energy relative to the best compared isomer or geometry (same formula, charge and spin): 49.8 kcal/mol

The following is a DFT calculation (the ωB97M-V functional and the def2-TZVPD basis) of a molecular structure, CH3Br3Ca2F2O4P at a distorted geometry.

Structure (ORCA input):
```
! RIJCOSX wB97M-V def2-TZVPD def2/J DEFGRID3
* xyz 1 1
Ca 3.199 -12.295 -29.543
Ca 5.464 -10.746 -31.839
O 5.423 -12.228 -30.133
H 6.193 -12.128 -29.539
O 3.127 -10.898 -31.412
H 2.316 -11.110 -31.915
O 4.815 -12.501 -33.089
P 4.166 -13.775 -32.538
O 3.433 -13.795 -31.161
F 5.381 -14.887 -32.391
F 3.158 -14.475 -33.613
C 8.150 -14.201 -27.003
Br 8.676 -13.147 -28.595
Br 8.241 -16.118 -27.436
Br 6.385 -13.725 -26.139
H 8.947 -14.147 -26.261
*
```

Highest occupied orbital energy: -12.9 eV
E_LUMO: -4.32 eV
Energy relative to the best compared isomer or geometry (same formula, charge and spin): 21.9 kcal/mol

The following is a DFT calculation (the ωB97M-V functional and the def2-TZVPD basis) of a single CH3BrN2 molecule at a distorted geometry.

Structure (ORCA input):
```
! RIJCOSX wB97M-V def2-TZVPD def2/J DEFGRID3
* xyz 0 1
C 0.791 -0.110 -0.045
N 0.003 1.044 0.227
N -1.515 0.914 0.080
Br -2.143 -0.681 -0.207
H 0.243 -0.976 -0.374
H 1.093 -0.509 0.965
H 1.529 0.319 -0.645
*
```

Highest occupied orbital energy (spin up / spin down): -9.9 / -10.0 eV
Structure (SMILES): C/N=N\Br
E_LUMO (spin up / spin down): -0.82 / -0.92 eV
Energy relative to the best compared isomer or geometry (same formula, charge and spin): 57.7 kcal/mol

The following is a DFT calculation (the ωB97M-V functional and the def2-TZVPD basis) of 2 unconnected molecules or ions with the total composition CH3BrO at a distorted geometry.

Structure (ORCA input):
```
! RIJCOSX wB97M-V def2-TZVPD def2/J DEFGRID3
* xyz 0 1
C 1.095 -1.264 0.054
O -1.610 0.525 -0.344
Br 2.573 -0.263 -0.318
H 1.055 -1.236 1.189
H -1.334 1.154 -0.981
H -1.780 1.084 0.400
*
```

Highest occupied orbital energy: -9.0 eV
E_LUMO: -0.81 eV
Energy relative to the best compared isomer or geometry (same formula, charge and spin): 80.6 kcal/mol

The following is a DFT calculation (the ωB97M-V functional and the def2-TZVPD basis) of 2 unconnected molecules or ions with the total composition CH3BrO2 at a distorted geometry.

Structure (ORCA input):
```
! RIJCOSX wB97M-V def2-TZVPD def2/J DEFGRID3
* xyz 0 3
C -0.075 -0.141 -0.721
O 0.050 1.091 -0.154
O 0.314 1.118 1.651
Br 0.054 -0.494 2.078
H -0.919 -0.877 -0.330
H 0.820 -0.859 -0.732
H -0.245 0.162 -1.793
*
```

Highest occupied orbital energy (spin up / spin down): -9.1 / -9.6 eV
E_LUMO (spin up / spin down): 0.08 / -2.57 eV
Energy relative to the best compared isomer or geometry (same formula, charge and spin): 33.2 kcal/mol

The following is a DFT calculation (the ωB97M-V functional and the def2-TZVPD basis) of a molecular structure, CH3BrO2 at a distorted geometry.

Structure (ORCA input):
```
! RIJCOSX wB97M-V def2-TZVPD def2/J DEFGRID3
* xyz 0 3
C 0.400 -0.388 -0.236
O -0.318 1.105 0.462
O -0.086 -1.452 0.376
Br 2.256 0.081 0.020
H 0.108 -0.356 -1.384
H -1.214 0.733 0.398
H 0.134 -1.580 1.344
*
```

Highest occupied orbital energy (spin up / spin down): -4.9 / -10.2 eV
E_LUMO (spin up / spin down): 0.60 / -4.14 eV
Energy relative to the best compared isomer or geometry (same formula, charge and spin): 44.1 kcal/mol

The following is a DFT calculation (the ωB97M-V functional and the def2-TZVPD basis) of a molecular structure, CH3BrO2S at a distorted geometry.

Structure (ORCA input):
```
! RIJCOSX wB97M-V def2-TZVPD def2/J DEFGRID3
* xyz 0 1
C 0.985 0.370 0.104
O -0.852 -1.858 -1.155
O 0.016 -0.060 1.056
S -1.336 -0.741 0.611
Br -2.486 0.865 -0.260
H 0.817 1.429 -0.110
H 0.892 -0.230 -0.806
H 1.964 0.226 0.560
*
```

Highest occupied orbital energy: -9.8 eV
E_LUMO: -0.86 eV
Energy relative to the best compared isomer or geometry (same formula, charge and spin): 95.9 kcal/mol

The following is a DFT calculation (the ωB97M-V functional and the def2-TZVPD basis) of a single CH3BrO2S molecule at a distorted geometry.

Structure (ORCA input):
```
! RIJCOSX wB97M-V def2-TZVPD def2/J DEFGRID3
* xyz 0 1
C 0.252 -0.028 0.145
O 2.029 -1.528 -1.468
O 1.758 -2.268 1.295
S 1.748 -0.987 -0.195
Br 3.169 0.668 0.127
H -0.588 -0.778 0.432
H 0.674 0.495 0.907
H -0.025 0.498 -0.838
*
```

Highest occupied orbital energy: -10.2 eV
Structure (SMILES): CS(=O)(=O)Br
E_LUMO: -1.31 eV
Energy relative to the best compared isomer or geometry (same formula, charge and spin): 88.0 kcal/mol

The following is a DFT calculation (the ωB97M-V functional and the def2-TZVPD basis) of a single CH3BrO2S molecule at a distorted geometry.

Structure (ORCA input):
```
! RIJCOSX wB97M-V def2-TZVPD def2/J DEFGRID3
* xyz 0 1
C 0.210 -0.292 -0.122
O 0.902 0.808 -2.562
O -0.200 -0.952 -1.249
S 0.145 -0.418 -2.711
Br -2.027 0.404 -3.268
H -0.481 0.157 0.510
H 0.942 0.454 -0.409
H 0.885 -0.866 0.449
*
```

Highest occupied orbital energy: -10.3 eV
E_LUMO: -0.74 eV
Energy relative to the best compared isomer or geometry (same formula, charge and spin): 13.3 kcal/mol

The following is a DFT calculation (the ωB97M-V functional and the def2-TZVPD basis) of 2 unconnected molecules or ions with the total composition CH3BrO3S at a distorted geometry.

Structure (ORCA input):
```
! RIJCOSX wB97M-V def2-TZVPD def2/J DEFGRID3
* xyz 0 1
C 1.424 -0.016 0.663
O -1.383 -0.484 -2.104
O -1.219 -0.821 0.389
O 1.250 0.648 -0.514
S -1.226 0.074 -0.775
Br -2.978 1.619 -0.571
H 1.885 0.496 1.434
H 1.918 -1.070 0.542
H 0.330 -0.446 0.936
*
```

Highest occupied orbital energy (spin up / spin down): -10.2 / -10.2 eV
E_LUMO (spin up / spin down): -3.96 / -3.97 eV
Energy relative to the best compared isomer or geometry (same formula, charge and spin): 90.5 kcal/mol

The following is a DFT calculation (the ωB97M-V functional and the def2-TZVPD basis) of a single CH3BrP2 molecule at a distorted geometry.

Structure (ORCA input):
```
! RIJCOSX wB97M-V def2-TZVPD def2/J DEFGRID3
* xyz 0 1
C 0.848 1.164 -0.234
P -0.220 -1.908 -0.027
P -0.532 0.102 0.071
Br 2.525 0.345 -0.036
H -1.912 0.390 -0.327
H 0.928 2.049 0.233
H -1.636 -2.143 0.320
*
```

Highest occupied orbital energy (spin up / spin down): -7.7 / -7.9 eV
E_LUMO (spin up / spin down): -0.95 / -1.04 eV
Energy relative to the best compared isomer or geometry (same formula, charge and spin): 48.7 kcal/mol

The following is a DFT calculation (the ωB97M-V functional and the def2-TZVPD basis) of 2 unconnected molecules or ions with the total composition CH3Cl2N at a distorted geometry.

Structure (ORCA input):
```
! RIJCOSX wB97M-V def2-TZVPD def2/J DEFGRID3
* xyz 0 1
C 0.139 0.591 -1.440
N -0.404 -0.318 1.593
Cl 0.593 0.302 -2.992
Cl 0.474 -1.635 2.033
H 0.856 0.632 -0.654
H -0.799 0.386 -1.034
H -0.859 0.043 2.494
*
```

Highest occupied orbital energy (spin up / spin down): -10.3 / -8.0 eV
E_LUMO (spin up / spin down): 0.35 / -1.26 eV
Energy relative to the best compared isomer or geometry (same formula, charge and spin): 70.5 kcal/mol

The following is a DFT calculation (the ωB97M-V functional and the def2-TZVPD basis) of 2 unconnected molecules or ions with the total composition CH3Cl2O2PS at a distorted geometry.

Structure (ORCA input):
```
! RIJCOSX wB97M-V def2-TZVPD def2/J DEFGRID3
* xyz 0 1
C 1.987 2.175 -0.923
O -0.415 1.505 -0.286
O -2.208 1.270 1.872
P -2.823 2.660 2.526
S 0.721 1.221 -1.231
Cl -4.672 1.947 2.643
Cl -2.832 3.789 0.813
H 2.891 1.957 -1.529
H -1.362 1.312 1.442
H 1.682 2.840 -0.177
*
```

Highest occupied orbital energy: -9.5 eV
E_LUMO: -0.79 eV
Energy relative to the best compared isomer or geometry (same formula, charge and spin): 19.1 kcal/mol

The following is a DFT calculation (the ωB97M-V functional and the def2-TZVPD basis) of a single CH3Cl2OPS molecule at a distorted geometry.

Structure (ORCA input):
```
! RIJCOSX wB97M-V def2-TZVPD def2/J DEFGRID3
* xyz 0 1
C 1.153 0.435 -0.139
O -0.734 1.275 1.896
P -1.871 -0.942 0.107
S -0.182 0.028 1.264
Cl 1.966 -1.046 -0.395
Cl -2.001 0.277 -1.465
H 1.965 1.095 0.282
H 0.770 0.802 -1.046
H -1.065 -1.924 -0.504
*
```

Highest occupied orbital energy: -9.2 eV
Structure (SMILES): O=S(CCl)#[PH]Cl
E_LUMO: 0.08 eV
Energy relative to the best compared isomer or geometry (same formula, charge and spin): 86.2 kcal/mol

The following is a DFT calculation (the ωB97M-V functional and the def2-TZVPD basis) of a molecular structure, CH3Cl2OPS at a distorted geometry.

Structure (ORCA input):
```
! RIJCOSX wB97M-V def2-TZVPD def2/J DEFGRID3
* xyz 0 1
C 1.662 -0.262 -0.245
O -0.938 0.448 1.623
P -1.597 0.361 0.334
S 0.357 0.136 -1.467
Cl -2.765 1.896 -0.209
Cl -2.688 -1.299 0.061
H 1.575 -0.051 0.778
H 2.679 0.119 -0.573
H 1.715 -1.348 -0.302
*
```

Highest occupied orbital energy: -9.2 eV
E_LUMO: -1.55 eV
Energy relative to the best compared isomer or geometry (same formula, charge and spin): 39.7 kcal/mol